Record 1
# C28H33N3O2

C28H33N3O2 as an isolated structure in a non-equilibrium geometry (wB97M-V/def2-TZVPD, OMol25).

Each line ends with the Mulliken charge.
Positions of all 66 atoms, in Å:
C: -5.55028 -1.57239 -1.25273  -0.951
N: -5.68354 -1.01048 -0.03621  0.273
C: -4.68909 -0.53226 0.78776  0.792
O: -5.00731 0.01537 1.78449  -0.615
C: -3.44461 -1.28889 0.35204  0.465
C: -2.52541 -0.28143 0.27334  -1.326
C: -1.25600 -0.73040 0.16911  -0.499
C: -0.85785 -1.93190 -0.04092  0.483
C: -1.89496 -2.85024 0.28965  -0.318
C: -3.09990 -2.50736 0.58491  -0.575
H: -3.95951 -2.98674 0.86160  0.646
H: -1.67622 -3.82112 0.35162  0.620
O: 0.41742 -2.66832 -0.23887  -0.495
C: 1.54125 -1.55556 -0.27296  0.114
C: 1.97601 -1.03513 0.87955  -0.297
C: 3.20943 -0.27413 0.90542  -0.781
N: 4.33183 -1.30203 0.32605  0.092
C: 3.88168 -1.73405 -0.93381  -0.862
C: 2.75193 -2.40493 -0.92914  -0.626
H: 2.79638 -3.28450 -0.05189  0.257
H: 2.30596 -2.93624 -1.91820  0.231
H: 4.61313 -2.21949 -1.22007  0.866
H: 3.73478 -0.77193 -1.70731  0.125
C: 5.58443 -0.59058 0.52988  -1.118
H: 6.31733 -1.28718 -0.16513  0.274
C: 6.06382 0.61591 -0.52510  -0.649
C: 7.41491 0.81334 -0.29074  1.032
C: 8.46317 0.62289 -1.09403  -0.309
C: 9.66606 0.76508 -0.71264  -0.403
C: 10.09704 1.64326 0.26680  -0.399
C: 9.06392 2.33137 0.92431  -0.918
C: 7.70298 1.85362 0.60785  -0.400
H: 6.98008 2.34369 1.36446  0.172
H: 9.27132 2.78182 1.74929  0.497
H: 11.05970 1.88309 0.38527  0.527
H: 10.57066 0.58104 -1.39903  0.209
H: 8.21067 -0.21926 -2.03292  0.155
H: 5.31010 1.43238 0.02113  0.160
H: 5.80515 0.38780 -1.54949  0.495
H: 5.72817 -0.26345 1.49844  0.526
H: 3.70836 0.10036 1.88663  0.411
H: 2.93920 0.66638 0.32309  0.221
H: 2.07014 -1.86584 1.75146  0.142
H: 1.16932 -0.50262 1.44451  0.469
H: 1.17976 -0.79294 -1.11229  0.078
H: -0.26509 0.07866 -0.23628  -0.072
H: -2.63598 0.74656 0.21346  0.493
C: -7.03842 -0.64049 0.24776  -0.888
H: -7.86720 -1.19916 -0.08784  0.465
H: -7.34058 -0.14828 1.31445  0.309
C: -7.47483 0.78397 -0.70624  -1.209
C: -6.36675 1.78194 -0.58694  0.910
N: -5.24863 1.72747 -1.55332  -0.215
C: -4.33050 2.39374 -1.25620  -0.118
C: -4.13099 3.33535 -0.22046  -0.370
C: -5.20376 3.57940 0.83249  -0.851
C: -6.36103 2.57934 0.45314  -0.413
H: -7.20897 2.67276 1.30937  0.121
H: -5.14027 4.28326 1.46045  0.764
H: -3.23008 4.02619 0.00028  0.257
H: -3.58644 2.29650 -2.21888  0.242
H: -8.39618 1.15171 -0.22601  0.477
H: -7.54963 0.44479 -1.76726  0.352
H: -5.73421 -0.81954 -1.99417  0.349
H: -6.37794 -2.39046 -1.52775  0.240
H: -4.60914 -2.16928 -1.31978  0.367

Output
ΔE to the lowest compared entry with this formula, charge and spin = 1940.7 kJ/mol
DFT total energy = -1400.8086 Ha
HOMO-LUMO gap = 8.63 eV

Record 2
# C28H33N7O3

One molecule with the formula C28H33N7O3 in a non-equilibrium geometry (wB97M-V/def2-TZVPD, OMol25).

Each line ends with the Mulliken charge.
Positions of all 71 atoms, in Å:
C: 4.08860 -0.09595 -2.27202  -1.187
H: 4.27158 -0.14818 -3.34171  0.301
C: 3.17520 1.07820 -1.92998  -0.912
H: 3.59311 1.98855 -2.36242  0.531
H: 3.15006 1.21516 -0.84551  0.250
C: 1.72651 0.93481 -2.42110  1.443
N: 1.13305 -0.18434 -1.69326  0.798
C: -0.11156 -0.65481 -1.83148  -0.840
O: -0.96325 -0.21657 -2.57747  -0.679
C: -0.37450 -1.90280 -0.95698  0.435
C: 0.72951 -2.89053 -1.17061  -0.391
C: 1.91286 -3.04785 -0.48536  -0.004
C: 2.64456 -4.05279 -1.14334  -1.451
C: 1.88988 -4.46045 -2.20907  -0.285
N: 0.73293 -3.75008 -2.22601  0.192
C: -0.32761 -3.90157 -3.18178  -0.802
H: -0.00123 -4.57544 -3.97191  0.348
H: -1.21628 -4.32398 -2.70566  0.258
H: -0.59001 -2.93768 -3.62302  0.289
H: 2.09306 -5.20520 -2.95304  0.396
H: 3.60886 -4.42618 -0.86203  0.484
H: 2.20881 -2.53242 0.40847  0.521
N: -0.47505 -1.54363 0.45839  0.917
C: -0.88237 -2.51913 1.29907  0.745
O: -1.13496 -3.64415 0.92188  -0.653
C: -1.01795 -2.13382 2.78074  -1.156
N: -1.85149 -0.98898 2.98580  0.834
C: -3.09723 -0.75413 2.49100  0.989
C: -3.97596 -1.48138 1.69680  -0.955
C: -5.16924 -0.86899 1.39097  -0.640
C: -5.48626 0.41686 1.85594  -0.515
C: -4.62373 1.14119 2.64327  -0.847
C: -3.40465 0.54465 2.96492  0.700
N: -2.33594 0.97653 3.69375  -0.596
N: -1.44641 0.07314 3.69201  -0.624
H: -4.86580 2.12751 3.00446  0.488
H: -6.44042 0.84184 1.58172  0.396
H: -5.88743 -1.38879 0.77479  0.410
H: -3.72902 -2.46941 1.34079  0.504
H: -1.43543 -3.00742 3.29461  0.380
H: -0.03886 -1.90353 3.20700  0.404
C: -0.28821 -0.18721 0.84179  -0.297
C: -1.25299 0.75880 0.51245  -0.561
C: -1.09301 2.06824 0.91152  -0.830
C: 0.03875 2.45958 1.62685  0.180
C: 1.01778 1.51629 1.92610  -0.382
C: 0.84876 0.20297 1.53624  -0.804
H: 1.60248 -0.52912 1.78531  0.438
H: 1.89834 1.81567 2.46809  0.666
N: 0.13378 3.79209 2.02291  -0.082
C: 1.21490 4.45506 2.53600  0.690
O: 2.31180 3.96747 2.67252  -0.605
C: 0.88580 5.88731 2.89958  -1.343
H: 0.11088 5.90703 3.66300  0.330
H: 1.77830 6.37188 3.28398  0.358
H: 0.53253 6.42934 2.02476  0.346
H: -0.71852 4.32369 1.91233  0.247
H: -1.85804 2.79379 0.67620  0.370
H: -2.13078 0.46218 -0.04142  0.600
H: -1.33304 -2.33640 -1.27077  0.772
H: 1.73877 -0.67172 -1.04962  -0.009
C: 1.65353 0.65355 -3.92387  -1.991
H: 2.18246 1.42545 -4.47587  0.417
H: 0.61386 0.64306 -4.23875  0.464
H: 2.09226 -0.31359 -4.15470  0.426
C: 0.95107 2.21513 -2.09431  -1.633
H: 1.33889 3.04635 -2.67650  0.560
H: 1.04055 2.45201 -1.03648  0.178
H: -0.09918 2.07706 -2.33487  0.352
H: 3.66550 -1.04584 -1.95109  0.237
H: 5.04687 0.03162 -1.77400  0.426

Output
ΔE to the lowest compared entry with this formula, charge and spin = 0.0 kJ/mol
DFT total energy = -1695.8398 Ha
HOMO-LUMO gap = 8.63 eV
SMILES string = CCC(C)(C)NC(=O)[C@@H](c1cccn1C)N(C(=O)Cn1nnc2ccccc21)c1ccc(NC(C)=O)cc1

Record 3
# C28H34Br2IrN5O3S4

C28H34Br2IrN5O3S4 as an isolated structure (wB97M-V/def2-TZVPD, OMol25).

Each line ends with the Mulliken spin population.
Positions of all 77 atoms, in Å:
Ir: 0.11514 -0.71124 0.46395  0.023
Br: -1.45072 -2.34921 5.03368  0.000
C: 0.19064 -2.63386 4.15526  0.000
C: 1.18362 -3.40688 4.77981  -0.001
C: 2.39060 -3.62586 4.17562  0.000
Br: 3.69135 -4.67269 5.05801  0.000
C: 2.66504 -3.07146 2.90237  0.003
C: 3.87205 -3.21401 2.18045  0.004
C: 4.01048 -2.62325 0.95667  -0.012
C: 2.94727 -1.87954 0.42117  -0.014
N: 1.81538 -1.73656 1.07017  0.007
C: 1.65008 -2.30826 2.29983  -0.001
C: 0.38794 -2.07476 2.90931  -0.002
O: -0.51421 -1.35076 2.27674  0.002
H: 0.98057 -3.82862 5.75416  0.000
H: 4.67868 -3.79243 2.60964  0.000
H: 4.92370 -2.72197 0.38809  -0.001
H: 3.00828 -1.39717 -0.54758  0.012
C: -3.15241 3.57391 -0.43773  0.000
C: -3.62777 2.36320 -1.22759  0.000
N: -2.58680 1.81232 -2.09257  0.000
C: -2.47047 2.37307 -3.44715  0.000
C: -1.32270 3.36165 -3.59526  0.000
C: -1.73617 0.85603 -1.69656  0.000
S: -1.92333 0.21024 -0.08180  0.001
N: -0.86752 0.45054 -2.62038  -0.001
C: 0.23285 -0.25713 -2.48337  0.002
O: 0.86985 -0.51450 -1.41296  -0.010
C: 0.86676 -0.75661 -3.72978  0.009
C: 0.31891 -0.45766 -4.97600  -0.002
C: 0.90759 -0.94628 -6.12962  0.000
C: 2.04689 -1.73614 -6.04835  -0.001
C: 2.59558 -2.03815 -4.80985  0.001
C: 2.00792 -1.54985 -3.65535  0.002
H: -3.92267 3.88369 0.27049  0.000
H: -2.93714 4.41744 -1.09360  0.000
H: -2.24836 3.32042 0.11347  0.001
H: -4.46168 2.63754 -1.87221  0.000
H: -3.98685 1.58333 -0.56014  0.000
H: -3.42283 2.85248 -3.66968  0.000
H: -2.33921 1.54556 -4.14061  0.000
H: -1.42264 4.19621 -2.90093  0.000
H: -1.31183 3.76557 -4.60786  0.000
H: -0.36886 2.86716 -3.41596  0.000
H: -0.56813 0.15592 -5.02906  0.000
H: 0.47759 -0.71269 -7.09440  0.000
H: 2.50603 -2.11770 -6.95086  0.000
H: 3.47868 -2.65993 -4.74442  0.000
H: 2.42277 -1.79265 -2.68623  -0.006
C: -0.86676 -6.79719 -0.30773  0.007
O: 0.41496 -6.43351 -0.86699  -0.013
C: 0.72563 -5.17136 -0.92479  -0.072
S: 2.17957 -4.63703 -1.54903  0.652
S: -0.19844 -3.87323 -0.43194  0.411
H: -0.87868 -7.88105 -0.31594  0.003
H: -1.66518 -6.39658 -0.92898  -0.004
H: -0.95001 -6.41615 0.70820  -0.004
C: 0.59408 5.27889 3.02353  0.000
C: 0.19069 4.94561 1.59324  0.000
N: 0.60812 3.60706 1.17684  0.000
C: 0.10292 2.45553 1.63004  0.000
S: 1.14994 1.08749 1.33030  0.001
N: -1.01553 2.47144 2.32121  -0.001
C: -1.60744 1.38958 3.10889  0.000
C: -1.87419 1.86419 4.52582  0.000
H: 0.27391 6.28937 3.27465  0.000
H: 1.67583 5.22340 3.13810  0.000
H: 0.14212 4.59310 3.74089  0.000
H: 0.64937 5.63967 0.89182  0.000
H: -0.88860 5.04983 1.44687  0.000
H: 1.40766 3.51629 0.57081  0.000
H: -1.47550 3.36684 2.40835  0.000
H: -0.92709 0.54366 3.09076  0.000
H: -2.52735 1.07064 2.61630  0.000
H: -0.94437 2.10974 5.03973  0.000
H: -2.37079 1.07312 5.08582  0.000
H: -2.52479 2.74215 4.54216  0.000

Output
charge = +1
multiplicity = 2
<S²> = 0.76
ΔE to the lowest compared entry with this formula, charge and spin = 170.8 kJ/mol
DFT total energy = -8431.8557 Ha
HOMO-LUMO gap (alpha / beta) = 6.62 / 5.35 eV